Entry 1:
# C34H33BiN10SSe3SiTe

A structure of composition C34H33BiN10SSe3SiTe (wB97M-V/def2-TZVPD, the OMol25 dataset).

HOMO-LUMO gap: 5.2 eV
relative energy (zero: lowest compared OMol25 entry of this formula, charge and spin): 79.80 kJ/mol

ORCA input file:
```
! wB97M-V def2-TZVPD RIJCOSX def2/J DEFGRID3
* xyz 0 1
Bi 2.545 1.724 -0.490
C -1.754 1.076 -2.423
C -0.430 1.176 -1.946
N -0.116 1.790 -0.812
C -1.195 2.369 -0.205
C -2.442 2.505 -0.779
N -2.714 1.768 -1.916
C -0.929 3.094 1.098
C -1.936 3.775 1.733
C -1.579 4.413 2.900
C -0.285 4.237 3.423
C 0.642 3.561 2.683
N 0.356 3.070 1.473
C 2.065 3.412 3.085
C 2.884 4.386 3.595
N 4.098 4.167 4.142
C 4.498 2.939 4.027
C 3.773 1.901 3.430
N 2.536 2.091 3.001
C -2.554 5.219 3.659
C -3.042 4.697 4.854
C -3.916 5.430 5.618
N -4.456 6.630 5.187
C -4.109 7.020 3.980
C -3.111 6.424 3.198
H -1.989 0.387 -3.242
H 0.383 0.788 -2.583
H -3.230 3.142 -0.466
H -2.879 3.834 1.209
H 0.022 4.750 4.337
H 2.486 5.357 3.567
H 5.556 2.739 4.294
H 4.200 0.921 3.365
H -2.545 3.780 5.160
H -4.211 5.174 6.654
H -4.437 7.964 3.600
H -2.854 6.835 2.209
C 0.195 -2.528 -0.796
C 0.663 -1.660 0.392
N 1.869 -1.295 0.569
N 2.820 -1.740 -0.386
C 4.017 -1.119 -0.422
N 4.748 -1.589 -1.473
S 4.718 0.044 0.574
C -0.330 -1.071 1.341
C 0.044 -1.012 2.669
C -0.875 -0.472 3.604
C -2.116 -0.044 3.155
C -2.354 -0.052 1.826
N -1.503 -0.522 0.887
H 0.848 -3.411 -0.834
H 0.262 -1.811 -1.665
H -0.765 -2.873 -0.542
H 2.551 -2.324 -1.150
H 4.100 -1.784 -2.187
H 5.451 -0.918 -1.728
H 0.958 -1.460 2.978
H -0.552 -0.355 4.616
H -2.875 0.368 3.750
H -3.224 0.455 1.587
Se 1.799 -2.725 -3.806
Se 1.537 -0.677 -4.957
Te 3.625 0.488 -4.212
Se 2.944 2.577 -2.940
C 0.149 -4.145 -6.535
Si 0.018 -3.845 -4.680
C -1.556 -2.849 -4.322
C -0.043 -5.446 -3.716
C -1.255 -6.129 -3.634
C -1.317 -7.365 -3.008
C -0.197 -7.926 -2.417
C 0.981 -7.213 -2.461
C 1.110 -5.989 -3.110
H -0.856 -4.395 -6.869
H 0.796 -5.044 -6.654
H 0.643 -3.407 -7.053
H -2.411 -3.320 -4.838
H -1.379 -1.825 -4.761
H -1.705 -2.645 -3.224
H -2.216 -5.719 -4.030
H -2.281 -7.798 -2.933
H -0.164 -8.853 -1.904
H 1.801 -7.725 -2.014
H 1.995 -5.396 -3.309
*
```

---

Entry 2:
# C34H33Br2FMoN6O4SSi

A structure of composition C34H33Br2FMoN6O4SSi (wB97M-V/def2-TZVPD, the OMol25 dataset).

HOMO-LUMO gap (spin up / spin down): 5.9 / 5.9 eV

ORCA input file:
```
! wB97M-V def2-TZVPD RIJCOSX def2/J DEFGRID3
* xyz 0 1
Mo 0.107 -0.760 -0.949
N 4.549 -0.200 -1.093
C 3.247 -0.591 -1.188
S 2.301 -0.600 0.265
N 2.852 -1.007 -2.360
N 1.548 -1.406 -2.373
C 1.207 -2.190 -3.344
C -0.129 -2.690 -3.294
C -0.652 -3.595 -4.217
C -1.922 -4.088 -4.026
C -2.637 -3.673 -2.905
C -2.071 -2.767 -2.039
N -0.838 -2.256 -2.223
H 4.784 0.367 -0.298
H 4.993 0.041 -1.965
H 1.934 -2.489 -4.089
H -0.045 -3.899 -5.059
H -2.349 -4.793 -4.727
H -3.630 -4.046 -2.696
H -2.592 -2.422 -1.161
C 2.916 5.209 2.893
C 1.695 5.572 2.059
C 0.698 6.461 2.789
C 0.090 5.727 3.975
C -0.459 4.392 3.550
C -1.452 3.769 4.271
C -1.956 2.536 3.864
F -2.926 1.981 4.613
C -1.507 1.897 2.746
C -0.501 2.517 1.990
C -0.002 1.850 0.793
O -0.458 0.714 0.524
C 0.963 2.545 0.027
C 1.425 3.746 0.485
N 1.011 4.344 1.609
C 0.022 3.753 2.387
C 1.468 2.075 -1.310
O 2.307 2.751 -1.888
O 0.963 0.991 -1.779
H 3.419 6.112 3.243
H 3.625 4.630 2.300
H 2.640 4.609 3.760
H 2.015 6.077 1.147
H -0.090 6.755 2.091
H 1.204 7.371 3.112
H -0.706 6.320 4.426
H 0.845 5.582 4.754
H -1.859 4.231 5.161
H -1.902 0.938 2.436
H 2.175 4.262 -0.102
C 2.989 -4.100 -0.964
C 1.789 -4.470 -0.147
C 1.747 -5.724 0.511
C 0.689 -6.038 1.308
C -0.350 -5.099 1.487
C -1.480 -5.303 2.318
Br -1.692 -6.933 3.264
C -2.426 -4.334 2.460
C -2.287 -3.114 1.776
Br -3.615 -1.793 2.011
C -1.217 -2.847 0.942
O -1.110 -1.702 0.326
C -0.229 -3.879 0.786
N 0.817 -3.596 -0.027
H 3.688 -4.932 -1.035
H 3.497 -3.249 -0.507
H 2.700 -3.798 -1.969
H 2.565 -6.418 0.375
H 0.641 -6.989 1.821
H -3.284 -4.485 3.098
C -1.520 2.413 -2.277
Si -1.703 0.539 -2.261
C -1.841 0.053 -4.084
C -3.372 0.237 -1.414
H -2.413 2.824 -2.759
H -0.644 2.742 -2.835
H -1.470 2.836 -1.271
H -2.515 0.759 -4.579
H -2.236 -0.952 -4.245
H -0.872 0.125 -4.585
H -4.108 0.945 -1.808
H -3.286 0.392 -0.336
H -3.774 -0.763 -1.568
*
```

---

Entry 3:
# C34H33ClN2O2

An isolated molecule of C34H33ClN2O2 (wB97M-V/def2-TZVPD, the OMol25 dataset).

HOMO-LUMO gap: 8.1 eV
relative energy (zero: lowest compared OMol25 entry of this formula, charge and spin): 0.00 kJ/mol

ORCA input file:
```
! wB97M-V def2-TZVPD RIJCOSX def2/J DEFGRID3
* xyz 0 1
C 4.178 -1.970 0.284
C 3.423 -1.604 -0.954
O 2.047 -1.326 -0.552
C 1.342 -1.005 -1.651
O 1.904 -0.965 -2.739
C -0.148 -0.663 -1.436
N -0.682 -0.688 -2.785
C -1.135 0.000 -3.737
C -0.802 -0.257 -5.164
C -1.625 0.170 -6.224
C -1.409 -0.305 -7.522
C -0.334 -1.177 -7.764
Cl -0.117 -1.849 -9.322
C 0.565 -1.504 -6.736
C 0.332 -1.023 -5.445
C -0.341 0.542 -0.568
C -0.430 0.168 0.892
C 0.582 0.171 1.801
N 0.359 0.085 3.136
C 1.468 -0.206 4.060
C 2.176 -1.515 3.798
C 3.534 -1.627 4.117
C 4.217 -2.820 3.876
C 3.535 -3.918 3.340
C 2.172 -3.816 3.049
C 1.491 -2.618 3.285
C -0.998 0.169 3.697
C -1.667 1.525 3.623
C -3.048 1.581 3.405
C -3.666 2.807 3.163
C -2.917 3.988 3.213
C -1.569 3.942 3.591
C -0.948 2.708 3.819
C -1.578 1.345 -0.978
C -1.430 2.441 -1.825
C -2.548 3.155 -2.253
C -3.814 2.818 -1.763
C -3.942 1.808 -0.804
C -2.834 1.021 -0.471
H 5.220 -2.198 0.043
H 4.179 -1.141 0.995
H 3.753 -2.854 0.763
H 3.814 -0.696 -1.424
H 3.403 -2.417 -1.690
H -0.587 -1.561 -0.961
H -1.892 0.803 -3.643
H -2.454 0.847 -6.017
H -2.068 -0.029 -8.344
H 1.420 -2.138 -6.945
H 1.017 -1.260 -4.634
H 0.533 1.207 -0.704
H -1.415 -0.088 1.271
H 1.635 0.197 1.486
H 1.049 -0.200 5.075
H 2.190 0.624 3.992
H 4.041 -0.753 4.538
H 5.282 -2.888 4.107
H 4.065 -4.852 3.158
H 1.622 -4.667 2.648
H 0.423 -2.530 3.061
H -1.636 -0.594 3.217
H -0.904 -0.128 4.752
H -3.621 0.651 3.402
H -4.733 2.837 2.940
H -3.389 4.945 2.982
H -0.997 4.863 3.708
H 0.099 2.660 4.131
H -0.422 2.710 -2.141
H -2.419 3.963 -2.972
H -4.700 3.340 -2.126
H -4.899 1.589 -0.324
H -2.954 0.170 0.203
*
```

---

Entry 4:
# C34H33N3Pt

A structure of composition C34H33N3Pt (wB97M-V/def2-TZVPD, the OMol25 dataset).

HOMO-LUMO gap (spin up / spin down): 4.3 / 4.3 eV
relative energy (zero: lowest compared OMol25 entry of this formula, charge and spin): 269.01 kJ/mol

ORCA input file:
```
! wB97M-V def2-TZVPD RIJCOSX def2/J DEFGRID3
* xyz -2 1
Pt -0.287 0.557 -0.055
C -1.342 2.798 2.683
C -1.397 1.473 3.391
C -2.347 1.237 4.382
C -2.409 0.023 5.061
C -1.493 -0.970 4.740
C -0.528 -0.767 3.756
C 0.425 -1.862 3.363
C -0.476 0.454 3.047
N 0.426 0.620 2.009
C 1.811 0.655 2.200
C 2.397 0.885 3.581
C 2.559 0.641 1.082
C 4.053 0.815 1.086
N 1.878 0.610 -0.139
C 2.539 0.443 -1.351
C 3.171 -0.777 -1.678
C 3.139 -1.925 -0.700
C 3.769 -0.950 -2.927
C 3.768 0.064 -3.870
C 3.149 1.270 -3.555
C 2.536 1.476 -2.323
C 1.883 2.795 -2.008
H -2.039 3.508 3.139
H -1.589 2.685 1.627
H -0.331 3.212 2.715
H -3.048 2.029 4.633
H -3.165 -0.146 5.822
H -1.535 -1.929 5.251
H 0.159 -2.806 3.849
H 1.458 -1.616 3.624
H 0.404 -1.994 2.275
H 1.600 0.926 4.326
H 2.942 1.835 3.641
H 3.090 0.095 3.888
H 4.424 1.064 2.081
H 4.341 1.626 0.398
H 4.587 -0.083 0.746
H 2.449 -1.709 0.116
H 4.127 -2.117 -0.271
H 2.810 -2.843 -1.197
H 4.227 -1.907 -3.164
H 4.232 -0.082 -4.840
H 3.144 2.076 -4.284
H 1.917 3.462 -2.877
H 2.381 3.282 -1.163
H 0.844 2.652 -1.713
N -3.128 -5.924 -2.269
C -2.677 -4.921 -1.934
C -2.105 -3.668 -1.505
C -2.478 -3.096 -0.288
C -1.922 -1.896 0.120
C -0.962 -1.220 -0.652
C -0.605 -1.817 -1.868
C -1.161 -3.011 -2.291
H -3.212 -3.601 0.329
H -2.234 -1.468 1.065
H 0.140 -1.337 -2.492
H -0.872 -3.446 -3.241
C -1.618 1.425 -0.971
C -2.628 1.283 -1.948
C -2.345 0.806 -3.258
C -3.328 0.736 -4.228
C -4.644 1.122 -3.964
C -4.937 1.609 -2.689
C -3.963 1.708 -1.712
H -1.325 0.511 -3.479
H -3.072 0.359 -5.214
H -5.412 1.052 -4.724
H -5.951 1.918 -2.458
H -4.211 2.094 -0.730
*
```

---

Entry 5:
# C34H34AuNOP2Te

A structure of composition C34H34AuNOP2Te (wB97M-V/def2-TZVPD, the OMol25 dataset).

HOMO-LUMO gap: 7.0 eV

ORCA input file:
```
! wB97M-V def2-TZVPD RIJCOSX def2/J DEFGRID3
* xyz 0 1
Au 0.588 -2.115 1.157
Te 1.194 0.561 -2.685
C -0.219 2.077 -3.215
C -0.057 3.379 -2.760
C -1.086 4.287 -2.965
N -2.226 3.983 -3.580
C -2.370 2.736 -4.018
C -1.402 1.752 -3.865
C 0.164 0.466 -0.802
P 1.203 0.672 0.707
C 2.325 2.084 0.337
C 2.099 3.426 0.625
C 3.056 4.382 0.308
C 4.253 4.010 -0.283
C 4.501 2.673 -0.555
C 3.547 1.720 -0.236
C -0.020 1.475 1.826
C -0.099 1.090 3.160
C -1.024 1.678 4.014
C -1.881 2.656 3.536
C -1.807 3.051 2.205
C -0.885 2.464 1.356
P -0.662 -1.065 -0.432
C -2.301 -0.630 0.242
C -3.022 0.410 -0.339
C -4.278 0.736 0.145
C -4.819 0.026 1.209
C -4.105 -1.009 1.792
C -2.844 -1.334 1.311
C -1.106 -2.010 -1.920
C -0.093 -2.771 -2.509
C -0.323 -3.461 -3.686
C -1.574 -3.401 -4.285
C -2.589 -2.665 -3.698
C -2.361 -1.971 -2.516
H 0.843 3.671 -2.232
H -0.994 5.311 -2.614
H -3.311 2.511 -4.510
H -1.577 0.745 -4.223
H 1.176 3.735 1.095
H 2.864 5.425 0.530
H 4.998 4.760 -0.517
H 5.437 2.375 -1.010
H 3.747 0.672 -0.425
H 0.561 0.312 3.529
H -1.074 1.374 5.052
H -2.609 3.114 4.193
H -2.484 3.808 1.827
H -0.839 2.749 0.312
H -2.581 0.958 -1.166
H -4.837 1.553 -0.296
H -5.799 0.288 1.587
H -4.528 -1.560 2.623
H -2.266 -2.132 1.764
H 0.877 -2.820 -2.028
H 0.474 -4.034 -4.143
H -1.759 -3.939 -5.207
H -3.569 -2.629 -4.157
H -3.162 -1.399 -2.067
C 2.243 -5.024 0.538
C 1.945 -4.803 2.011
O 2.005 -3.430 2.412
C 3.324 -2.911 2.616
C 3.237 -1.710 3.534
H 2.127 -6.083 0.305
H 3.264 -4.729 0.292
H 1.548 -4.453 -0.081
H 2.648 -5.373 2.626
H 0.934 -5.131 2.247
H 3.776 -2.632 1.660
H 3.935 -3.697 3.070
H 2.567 -0.963 3.106
H 4.223 -1.264 3.657
H 2.859 -2.008 4.512
*
```

---

Entry 6:
# C34H34Cl3N2O2SSi2Tl

A structure of composition C34H34Cl3N2O2SSi2Tl (wB97M-V/def2-TZVPD, the OMol25 dataset).

HOMO-LUMO gap: 4.5 eV
relative energy (zero: lowest compared OMol25 entry of this formula, charge and spin): 153.01 kJ/mol

ORCA input file:
```
! wB97M-V def2-TZVPD RIJCOSX def2/J DEFGRID3
* xyz -2 1
Tl 0.505 -0.832 1.125
C 0.159 1.376 4.481
Si 0.740 -0.281 3.710
C 0.217 -1.546 5.076
C 2.658 -0.170 3.963
C 3.159 -0.150 5.270
C 4.516 -0.083 5.543
C 5.418 -0.027 4.489
C 4.941 -0.032 3.188
C 3.575 -0.103 2.893
Si 3.036 -0.130 1.036
C 3.775 1.483 0.317
C 4.220 -1.473 0.309
H 0.551 1.496 5.496
H -0.932 1.425 4.530
H 0.500 2.224 3.884
H 0.512 -1.211 6.076
H 0.671 -2.525 4.903
H -0.868 -1.677 5.083
H 2.465 -0.189 6.104
H 4.870 -0.074 6.569
H 6.485 0.024 4.683
H 5.658 0.019 2.373
H 4.800 1.629 0.673
H 3.181 2.350 0.610
H 3.800 1.443 -0.776
H 5.271 -1.202 0.454
H 4.056 -1.602 -0.765
H 4.050 -2.438 0.791
Cl -2.371 2.990 1.841
C -1.408 3.515 0.446
Cl -1.656 5.259 0.227
Cl -1.985 2.687 -1.016
C 0.181 3.149 0.718
O 0.894 4.142 0.818
O 0.396 1.931 0.769
N 0.693 -0.243 -1.456
S -0.001 -0.970 -2.629
C -1.174 0.104 -3.497
C -0.776 1.311 -4.053
C -1.728 2.173 -4.567
C -3.074 1.833 -4.531
C -3.468 0.627 -3.970
C -2.517 -0.238 -3.451
C 1.173 -1.089 -4.035
C 0.757 -1.610 -5.253
C 1.688 -1.844 -6.252
C 3.030 -1.558 -6.032
C 3.437 -1.033 -4.813
C 2.507 -0.809 -3.807
H 0.916 0.744 -1.572
H 0.276 1.572 -4.076
H -1.423 3.126 -4.980
H -3.818 2.513 -4.926
H -4.519 0.371 -3.914
H -2.803 -1.177 -2.992
H -0.294 -1.829 -5.408
H 1.371 -2.256 -7.203
H 3.758 -1.752 -6.810
H 4.483 -0.809 -4.646
H 2.800 -0.428 -2.834
C 0.564 -3.122 0.733
H -0.400 -3.615 0.883
H 1.279 -3.575 1.428
H 0.902 -3.361 -0.281
N -9.664 -0.147 0.746
C -8.512 -0.174 0.716
C -7.094 -0.228 0.674
C -6.331 0.072 1.811
C -4.959 -0.023 1.770
C -4.286 -0.409 0.595
C -5.063 -0.698 -0.541
C -6.436 -0.610 -0.502
C -2.875 -0.491 0.586
C -1.655 -0.492 0.661
H -6.837 0.371 2.720
H -4.368 0.204 2.647
H -4.565 -0.988 -1.454
H -7.033 -0.838 -1.377
*
```